No. 1
A single C3H4FN3S molecule in a non-equilibrium geometry. Source: OMol25; level of theory: ωB97M-V/def2-TZVPD.

Cartesian coordinates (Å):
C1 0.172626 0.815490 -0.048202
C2 -1.118737 -1.042541 -0.133098
C3 0.271680 -0.659287 -0.182920
H1 1.418135 2.519677 -0.423057
H2 2.146513 1.016346 -0.609009
H3 -2.815792 0.215536 0.350264
H4 1.398770 -1.686311 1.466262
N1 1.364415 1.559190 -0.205567
N2 -1.061391 1.206905 0.093327
N3 -1.841525 0.041863 0.008303
F1 -1.643059 -2.233810 -0.278152
S1 1.708363 -1.753054 -0.038150

Atoms 1-2, force components in eV/Å:
2.15 -2.18 -1.19
3.88 0.35 -0.28

The calculation puts the LUMO energy at 0.5291 eV. As for the SMILES: Nc1n[nH]c(F)c1S. The value obtained for the highest occupied orbital energy is -0.3154 Eh. For the maximum force, the calculation gives 4.10 eV Å⁻¹. The HOMO-LUMO gap is 0.3349 hartree.

No. 2
A single C3H4FNO molecule in a non-equilibrium geometry. Source: OMol25; level of theory: ωB97M-V/def2-TZVPD.

Cartesian coordinates (Å):
C1 -0.016333 0.575655 0.158403
C2 2.191673 -0.286868 -0.220171
C3 0.717733 -0.113121 -0.877504
N1 -0.725893 -0.099128 0.907823
O1 3.074439 -0.833051 -0.736569
F1 2.238251 0.220271 1.083936
H1 0.318157 1.683983 0.275500
H2 0.438503 -1.136006 -1.152496
H3 1.053035 0.529624 -1.692036
H4 -1.092108 0.202662 1.788726

Atoms 1-2, force components in eV/Å:
0.10 2.80 0.51
-2.93 0.18 0.57

The calculation puts the LUMO energy at 0.8626 eV. As for the SMILES: [H]/N=C/CC(=O)F. The value obtained for the highest occupied orbital energy is -0.3689 Eh. For the maximum force, the calculation gives 3.85 eV Å⁻¹. The HOMO-LUMO gap is 0.4006 hartree.

No. 3
A 2-piece molecular cluster, C3H4FNO2 overall in a non-equilibrium geometry. Source: OMol25; level of theory: ωB97M-V/def2-TZVPD.

Cartesian coordinates (Å):
C1 -1.832473 0.448037 -0.166816
C2 -2.326323 -0.143753 0.759672
C3 0.653752 -0.811093 -0.842540
N1 1.122638 -0.085619 0.143039
O1 0.854760 -0.072444 1.349602
O2 2.046328 0.985779 -0.275559
F1 -2.683852 -0.783871 1.831736
H1 -1.630284 1.107171 -0.951921
H2 2.468308 1.508821 0.527784
H3 0.888287 -0.341068 -1.797967
H4 0.438859 -1.811961 -0.577030

Atoms 1-2, force components in eV/Å:
-1.36 -0.80 1.50
0.57 0.18 0.13

The calculation puts the LUMO energy at 0.6246 eV. As for the SMILES: C=[N+]([O-])O.C#CF. The value obtained for the highest occupied orbital energy is -0.3354 Eh. For the maximum force, the calculation gives 3.35 eV Å⁻¹. The HOMO-LUMO gap is 0.3583 hartree.

No. 4
A 2-piece molecular cluster, C3H4FNS overall in a non-equilibrium geometry. Source: OMol25; level of theory: ωB97M-V/def2-TZVPD.

Cartesian coordinates (Å):
C1 0.834477 0.450644 2.060072
C2 -0.836593 -0.985587 -2.670316
C3 -0.077660 0.759669 1.197210
N1 1.537463 0.351171 3.033552
F1 -1.175880 0.049352 0.791145
S1 -0.870086 0.622735 -2.737058
H1 -0.305998 -1.730040 -2.111593
H2 2.596927 0.095496 3.041494
H3 -1.494397 -1.493246 -3.405117
H4 -0.208253 1.879807 0.800611

Atoms 1-2, force components in eV/Å:
-0.18 -0.46 -0.23
-1.49 0.12 -1.88

The calculation puts the LUMO energy at -0.3467 eV. As for the SMILES: N=C=CF.C=S. The value obtained for the highest occupied orbital energy is -0.3228 Eh. For the maximum force, the calculation gives 4.76 eV Å⁻¹. The HOMO-LUMO gap is 0.3101 hartree.

No. 5
C3H4FO2Tm as an isolated structure in a non-equilibrium geometry. Source: OMol25; level of theory: ωB97M-V/def2-TZVPD.

Cartesian coordinates (Å):
O1 1.032857 -0.415328 0.737441
Tm1 -0.549939 1.886887 2.644840
C1 -0.152935 -0.116426 1.348133
C2 0.795911 -0.549286 -0.672103
H1 0.547223 -1.589988 -0.919629
H2 1.710876 -0.254860 -1.196582
F1 -0.883682 -1.315276 1.499771
C3 -0.378459 0.399440 -0.929991
O2 -0.879266 0.667222 0.393355
H3 -1.170268 -0.064296 -1.528629
H4 -0.072317 1.351912 -1.376607

Atoms 1-2, force components in eV/Å:
-0.71 0.37 2.57
-0.34 0.35 -0.42

As for the charge: +2. As for the spin multiplicity: 3. The calculation puts the LUMO energy (spin up / spin down) at -10.6038 / -12.3857 eV. The value obtained for the highest occupied orbital energy (spin up / spin down) is -0.7120 / -0.7008 Eh. For the maximum force, the calculation gives 6.92 eV Å⁻¹. The HOMO-LUMO gap (spin up / spin down) is 0.3223 / 0.2457 hartree.

No. 6
C3H4FO3Zn as an isolated structure in a non-equilibrium geometry. Source: OMol25; level of theory: ωB97M-V/def2-TZVPD.

Cartesian coordinates (Å):
F1 -0.433328 1.609791 -2.294001
O1 0.214731 -1.553827 0.049596
C1 0.508003 -0.886026 1.091820
C2 -0.169548 0.435163 -1.242973
O2 0.372013 -1.393782 2.227384
O3 0.709234 0.417380 0.986489
C3 -0.160982 1.141472 0.108196
Zn1 0.136923 -3.167940 1.510770
H1 -1.110892 -0.099110 -1.421701
H2 0.842397 0.184579 -1.585902
H3 -1.165086 1.161877 0.545261
H4 0.256534 2.150424 0.025061

Atoms 1-2, force components in eV/Å:
0.34 -1.56 1.90
0.78 -0.33 0.61

As for the spin multiplicity: 2. The calculation puts the LUMO energy (spin up / spin down) at 0.0879 / -1.5896 eV. The value obtained for the highest occupied orbital energy (spin up / spin down) is -0.3121 / -0.3994 Eh. For the maximum force, the calculation gives 4.60 eV Å⁻¹. The HOMO-LUMO gap (spin up / spin down) is 0.3153 / 0.3410 hartree.

No. 7
C3H4FeO3 as an isolated structure in a non-equilibrium geometry. Source: OMol25; level of theory: ωB97M-V/def2-TZVPD.

Cartesian coordinates (Å):
H1 -3.082873 -0.542368 0.607303
O1 -0.663696 -0.761295 -0.606290
C1 0.175238 -1.001664 -1.775290
C2 0.796658 -0.726746 -0.487991
O2 1.396711 0.488672 -0.287653
C3 1.122401 1.286497 0.846825
O3 0.079377 0.932043 1.442977
Fe1 -1.602970 0.252218 0.765124
H2 0.148017 -0.201763 -2.516820
H3 0.117648 -2.027213 -2.140923
H4 1.169986 -1.536054 0.143694

Atoms 1-2, force components in eV/Å:
0.77 0.72 0.39
1.35 -0.01 -0.45

As for the charge: +1. As for the spin multiplicity: 6. The calculation puts the LUMO energy (spin up / spin down) at -5.2948 / -8.3770 eV. The value obtained for the highest occupied orbital energy (spin up / spin down) is -0.5140 / -0.5275 Eh. For the maximum force, the calculation gives 6.61 eV Å⁻¹. The HOMO-LUMO gap (spin up / spin down) is 0.3195 / 0.2197 hartree.

No. 8
C3H4GaO2 as an isolated structure in a non-equilibrium geometry. Source: OMol25; level of theory: ωB97M-V/def2-TZVPD.

Cartesian coordinates (Å):
C1 0.862414 -1.224215 -0.175314
C2 1.772918 -0.735955 -1.041755
O1 -1.965156 0.532270 -0.399966
C3 -2.437494 1.265998 0.493636
O2 -1.384042 1.392553 1.452201
H1 0.670674 -2.300895 -0.318357
H2 2.410273 -1.365868 -1.677884
H3 -1.532540 2.104553 2.081590
Ga1 -0.377737 -0.042023 0.613631
H4 1.980690 0.373581 -1.027785

Atoms 1-2, force components in eV/Å:
1.10 -1.21 -1.63
0.03 1.75 1.26

As for the charge: +1. The calculation puts the LUMO energy at -5.8395 eV. The value obtained for the highest occupied orbital energy is -0.5281 Eh. For the maximum force, the calculation gives 2.31 eV Å⁻¹. The HOMO-LUMO gap is 0.3135 hartree.

No. 9
C3H4GdO4 as an isolated structure in a non-equilibrium geometry. Source: OMol25; level of theory: ωB97M-V/def2-TZVPD.

Cartesian coordinates (Å):
O1 -0.698398 0.262751 1.771091
C1 -0.287685 0.291088 -1.310486
C2 0.657977 -0.045320 1.409025
O2 -0.052565 1.351645 -2.008472
O3 0.697713 -0.474242 -0.973071
C3 0.647190 -1.145974 0.372899
H1 1.144930 -0.438400 2.315250
H2 1.144574 0.888519 1.054081
H3 1.646366 -1.608049 0.390720
Gd1 -2.206598 1.555158 -2.888019
O4 -1.499937 -0.168046 -1.359091
H4 -1.193567 -0.469131 1.226074

Atoms 1-2, force components in eV/Å:
-1.34 -2.01 -2.13
-2.00 -0.30 -3.53

As for the charge: +1. As for the spin multiplicity: 8. The calculation puts the LUMO energy (spin up / spin down) at -4.6293 / -5.5001 eV. The value obtained for the highest occupied orbital energy (spin up / spin down) is -0.4909 / -0.4938 Eh. For the maximum force, the calculation gives 4.55 eV Å⁻¹. The HOMO-LUMO gap (spin up / spin down) is 0.3208 / 0.2916 hartree.

No. 10
A 2-piece molecular cluster, C3H4I2 overall in a non-equilibrium geometry. Source: OMol25; level of theory: ωB97M-V/def2-TZVPD.

Cartesian coordinates (Å):
C1 -0.759565 0.034256 -0.554792
C2 -1.021812 -0.015925 0.769266
C3 1.457883 0.020096 -0.740903
I1 2.185470 -1.706854 0.178978
I2 2.199913 1.761348 0.173176
H1 -0.782473 -0.785565 -1.197584
H2 -1.092289 0.807366 -1.209280
H3 -1.327403 0.774060 1.252520
H4 -0.859727 -0.888782 1.328616

Atoms 1-2, force components in eV/Å:
-1.56 0.09 0.32
1.87 -2.88 -3.67

The calculation puts the LUMO energy (spin up / spin down) at -1.3872 / -1.3860 eV. The value obtained for the highest occupied orbital energy (spin up / spin down) is -0.3059 / -0.3059 Eh. For the maximum force, the calculation gives 5.19 eV Å⁻¹. The HOMO-LUMO gap (spin up / spin down) is 0.2550 / 0.2550 hartree.